Entry 1:
Molecular formula: C41H83Br26N4O5S
Method: DFT, ωB97M-V/def2-TZVPD

Last column: Mulliken charge in e.
Geometry (Å):
C -1.783 -10.528 2.536  -0.705
C -2.544 -9.974 1.330  0.557
O -3.582 -10.507 1.005  -0.586
O -2.149 -8.875 0.619  -0.304
C -0.746 -8.585 0.664  -0.439
C -0.524 -7.313 -0.149  -0.072
C -1.176 -7.482 -1.566  -1.188
C -0.223 -6.810 -2.708  -0.892
C -0.043 -5.283 -2.438  2.014
C 0.318 -4.513 -3.729  -1.400
N 1.410 -3.540 -3.412  0.904
N 2.701 -3.889 -3.847  -0.896
C 2.947 -3.426 -5.055  0.907
C 3.779 -2.189 -5.282  -0.966
C 2.472 -4.110 -6.325  -1.442
C 1.215 -2.436 -2.756  0.322
N 2.317 -1.664 -2.494  -0.116
N -0.107 -2.132 -2.365  0.213
C -0.163 -1.446 -1.044  -1.235
C -1.639 -1.029 -0.803  -0.212
C -2.556 -2.277 -0.933  -0.244
S -3.657 -2.251 -2.369  1.227
O -3.896 -0.908 -2.794  -0.563
O -4.837 -2.928 -1.955  -0.674
O -3.027 -3.094 -3.577  -0.419
H -1.964 -11.606 2.531  0.281
H -2.231 -10.106 3.441  0.258
H -0.699 -10.392 2.513  0.199
H -0.461 -8.369 1.705  0.593
H -0.106 -9.395 0.300  0.020
H -1.046 -6.478 0.340  0.309
H 0.535 -7.056 -0.228  -0.462
H -2.186 -7.104 -1.533  0.621
H -1.253 -8.545 -1.783  0.506
H -0.634 -6.890 -3.783  0.450
H 0.770 -7.280 -2.628  0.258
H 0.730 -5.114 -1.668  -0.639
H -0.973 -4.912 -1.987  -0.574
H -0.527 -3.946 -4.120  -0.004
H 0.691 -5.223 -4.464  0.614
H 4.640 -2.239 -4.608  0.245
H 4.038 -2.051 -6.334  0.429
H 3.120 -1.358 -4.992  0.235
H 3.363 -4.173 -6.966  0.493
H 2.080 -5.108 -6.140  0.391
H 1.762 -3.456 -6.854  0.338
H 2.097 -0.829 -1.965  0.295
H 3.025 -2.243 -2.036  -0.162
H -0.429 -1.432 -3.041  0.405
H 0.407 -0.504 -1.059  0.507
H 0.208 -2.106 -0.255  0.298
H -1.889 -0.226 -1.505  -0.078
H -1.718 -0.623 0.209  0.250
H -3.239 -2.319 -0.081  0.504
H -1.963 -3.195 -0.900  -0.204
H -2.318 -2.588 -3.998  0.359
Br -2.449 2.219 -3.157  -0.171
C -3.536 3.261 -1.926  -0.308
C -2.687 3.918 -0.875  -0.249
Br -2.128 2.659 0.503  -0.143
H -4.287 2.592 -1.516  0.413
H -4.021 4.013 -2.547  0.132
H -3.253 4.679 -0.343  -0.107
H -1.784 4.363 -1.282  0.462
Br 1.616 -11.458 1.123  -0.149
C 0.885 -12.989 0.169  -0.601
C 1.399 -13.046 -1.243  -0.588
Br 0.508 -11.732 -2.373  -0.106
H -0.196 -12.910 0.224  0.355
H 1.212 -13.861 0.733  0.391
H 1.174 -14.011 -1.693  0.348
H 2.465 -12.855 -1.316  0.374
Br 1.471 0.661 0.898  0.009
C 0.777 1.225 2.631  -0.130
C 1.838 1.904 3.453  -0.730
Br 3.075 0.611 4.221  -0.145
H 0.367 0.340 3.109  0.448
H -0.031 1.917 2.399  -0.012
H 1.392 2.412 4.307  0.353
H 2.434 2.614 2.886  0.306
Br 1.839 5.553 1.819  -0.178
C 1.138 6.114 3.551  -0.506
C 2.193 6.793 4.377  0.066
Br 3.431 5.502 5.148  -0.138
H 0.727 5.230 4.027  0.365
H 0.330 6.806 3.319  0.357
H 1.743 7.300 5.228  -0.221
H 2.789 7.504 3.812  0.230
Br -6.702 7.420 1.455  -0.134
C -5.918 5.679 1.103  -0.087
C -5.713 4.896 2.372  -0.531
Br -4.166 5.535 3.368  -0.162
H -4.995 5.854 0.557  0.016
H -6.629 5.173 0.456  0.059
H -5.495 3.853 2.147  0.320
H -6.565 4.948 3.044  0.449
Br -2.443 -7.728 -3.620  -0.023
C -2.828 -9.452 -4.468  -0.729
C -3.925 -9.358 -5.498  -0.630
Br -5.675 -9.242 -4.662  -0.140
H -3.060 -10.144 -3.664  0.405
H -1.890 -9.745 -4.940  0.380
H -3.959 -10.261 -6.107  0.400
H -3.825 -8.493 -6.145  0.352
Br 3.020 9.780 6.967  -0.067
C 1.350 10.349 7.784  -0.517
C 0.345 9.231 7.777  -0.633
Br -0.422 8.996 6.001  -0.170
H 1.013 11.229 7.242  0.274
H 1.607 10.631 8.803  0.363
H -0.498 9.462 8.425  0.391
H 0.770 8.276 8.070  0.387
Br -4.102 7.066 -2.568  -0.111
C -3.602 7.437 -4.416  -0.569
C -4.367 6.571 -5.381  -0.605
Br -3.667 4.754 -5.414  -0.127
H -2.527 7.301 -4.485  0.365
H -3.844 8.486 -4.570  0.342
H -4.254 6.940 -6.398  0.370
H -5.423 6.498 -5.141  0.369
Br -10.525 6.719 2.080  -0.112
C -10.615 6.383 0.167  -0.571
C -10.762 4.913 -0.133  -0.579
Br -9.083 3.950 0.081  -0.096
H -9.724 6.824 -0.271  0.337
H -11.493 6.925 -0.177  0.352
H -11.041 4.763 -1.173  0.343
H -11.485 4.422 0.509  0.374
Br 2.740 -5.531 -0.205  0.114
C 4.247 -4.797 0.794  -0.707
C 4.465 -3.342 0.481  -0.493
Br 5.325 -3.097 -1.248  -0.071
H 5.106 -5.420 0.565  0.388
H 3.981 -4.919 1.842  0.428
H 5.145 -2.895 1.203  0.401
H 3.541 -2.770 0.458  0.241
Br 9.096 -4.258 0.207  -0.137
C 9.731 -4.760 -1.564  -0.587
C 10.140 -3.555 -2.368  -0.563
Br 8.588 -2.595 -3.045  -0.136
H 8.936 -5.332 -2.032  0.355
H 10.587 -5.409 -1.387  0.356
H 10.698 -3.857 -3.252  0.335
H 10.727 -2.842 -1.798  0.370
Br 6.292 12.366 9.519  -0.128
C 6.635 11.720 7.716  -0.310
C 7.086 12.832 6.806  -0.574
Br 5.593 13.954 6.266  -0.122
H 5.723 11.239 7.375  0.058
H 7.419 10.974 7.825  0.343
H 7.489 12.425 5.880  0.340
H 7.824 13.484 7.263  0.385
Br 2.234 13.140 5.087  -0.133
C 2.119 12.803 3.176  -0.544
C 1.988 11.331 2.885  -0.487
Br 3.691 10.406 3.079  -0.144
H 2.997 13.252 2.723  0.371
H 1.230 13.337 2.845  0.355
H 1.695 11.172 1.849  0.366
H 1.281 10.831 3.541  0.226

Cartesian forces (eV/Å) of the 6 atoms listed first:
C 0.271 0.056 -0.550
C -1.344 -0.745 -0.418
O 0.730 0.577 0.209
O 0.648 -0.900 0.554
C 0.583 1.351 0.607
C -0.918 0.017 -0.781

Values from the calculation:
maximum force	6.6	eV/A
net charge	+1
energy	-1891991.5069	eV



Entry 2:
Molecular formula: C10H27B2BeF8NO6
Method: DFT, ωB97M-V/def2-TZVPD

Last column: Mulliken charge in e.
Geometry (Å):
Be -0.786 -0.433 -0.645  1.390
B -0.620 -1.896 -3.298  0.166
F -0.644 -2.458 -2.010  -0.191
F -1.172 -2.815 -4.257  -0.364
F -1.511 -0.884 -3.099  -0.309
F 0.603 -1.492 -3.629  -0.361
B -1.614 1.454 1.951  0.232
F -1.366 0.105 2.166  -0.328
F -2.972 1.559 1.768  -0.371
F -1.297 2.186 3.056  -0.355
F -1.005 1.771 0.808  -0.062
C 5.114 0.950 2.882  -0.767
O 3.977 0.945 2.008  -0.330
C 2.747 0.327 2.584  -0.952
C 1.568 0.525 1.485  -0.730
N 1.630 -0.118 0.200  -0.237
C 2.209 -1.449 0.315  -0.797
C 1.452 -2.392 1.282  -0.800
O 0.148 -2.465 0.759  0.076
C -0.477 -3.720 0.898  -0.839
H 5.975 1.481 2.477  0.238
H 5.411 -0.068 3.136  0.298
H 4.745 1.342 3.829  0.326
H 2.409 0.867 3.468  0.632
H 2.935 -0.688 2.935  0.311
H 1.264 1.558 1.318  0.818
H 0.718 0.039 1.964  0.088
H 2.321 0.493 -0.213  0.320
H 3.263 -1.330 0.566  0.524
H 2.345 -1.830 -0.697  0.479
H 1.300 -2.253 2.353  0.418
H 2.113 -3.258 1.327  0.501
H 0.099 -4.465 0.350  0.389
H -1.517 -3.754 0.573  -0.014
H -0.357 -4.112 1.908  0.381
C -3.854 -1.017 0.564  -0.583
C -4.327 0.024 -0.377  -0.414
O -3.217 0.845 -0.894  -0.368
O -2.908 -1.929 0.046  -0.383
H -4.602 -1.776 0.793  0.440
H -3.648 -0.606 1.553  0.199
H -4.923 0.790 0.118  0.387
H -4.994 -0.475 -1.080  0.350
H -3.541 1.733 -1.059  0.254
H -3.272 -2.764 -0.257  0.241
C 0.127 3.839 -3.239  -0.484
C -0.299 2.347 -3.235  -0.582
O -0.712 1.676 -2.033  -0.205
O 0.831 4.271 -2.118  -0.493
H -0.642 4.511 -3.618  0.336
H 0.722 3.745 -4.147  0.331
H 0.386 1.612 -3.659  0.341
H -0.935 2.105 -4.086  0.425
H -0.735 2.454 -1.471  0.135
H 1.535 4.893 -2.318  0.291

Cartesian forces (eV/Å) of the 6 atoms listed first:
Be 0.294 -0.167 -0.408
B -1.917 -2.244 -1.490
F 0.789 -0.605 2.218
F 0.675 0.649 0.913
F -1.134 2.638 0.148
F 1.850 0.720 -0.396

Values from the calculation:
maximum force	3.9	eV/A
ΔE to the lowest compared entry with this formula, charge and spin	3.963	eV
energy	-48082.4940	eV



Entry 3:
Molecular formula: C2H2N4
Method: DFT, ωB97M-V/def2-TZVPD

Last column: Mulliken charge in e.
Geometry (Å):
C -0.990 0.164 -1.325  0.103
N -2.037 0.567 -1.125  -0.381
H -0.093 -0.404 -1.574  0.273
C 1.683 0.211 0.559  0.021
N 1.487 -0.839 0.998  -0.331
H 1.676 1.178 0.238  0.322
N -3.956 -1.096 -2.259  0.001
N -3.238 -1.823 -2.609  -0.008

Cartesian forces (eV/Å) of the 6 atoms listed first:
C 0.999 -1.149 -0.482
N -0.267 0.697 0.317
H -0.541 0.617 0.270
C -0.741 -3.061 1.445
N 0.487 1.075 -0.642
H 0.309 2.038 -0.764

Values from the calculation:
maximum force	3.5	eV/A
structure (SMILES)	C#N.C#N.N#N
ΔE to the lowest compared entry with this formula, charge and spin	0.373	eV
energy	-8065.7591	eV



Q: What is the formula in the second record?
A: C10H27B2BeF8NO6



Q: Among the records above, which one has the highest energy?
A: C2H2N4



Q: What is the energy in the second record?
A: -48082.4940 eV



Q: The lowest maximum force belongs to which entry?
A: C2H2N4